{
  "formula": "C17H23SiTc",
  "method": "the ωB97M-V functional and the def2-TZVPD basis",
  "e_lumo_ev": [-11.98, -16.01],
  "multiplicity": 2,
  "s2": 0.79,
  "charge": 3,
  "homo_energy_ev": [-19.245, -19.258],
  "homo_lumo_gap_ha": [0.267, 0.119],
  "symbols": ["Tc", "C", "C", "C", "C", "C", "C", "C", "C", "C", "H", "H", "H", "H", "H", "H", "H", "H", "H", "H", "H", "H", "C", "Si", "C", "C", "C", "C", "C", "C", "C", "H", "H", "H", "H", "H", "H", "H", "H", "H", "H", "H"],
  "positions_angstrom": [[-0.312, 0.977, 0.004], [2.676, 1.326, -1.732], [1.273, 0.829, -1.715], [0.950, -0.452, -1.214], [-0.389, -0.954, -1.242], [-0.676, -2.369, -0.840], [-1.412, -0.103, -1.719], [-1.149, 1.220, -2.159], [-2.238, 2.092, -2.694], [0.191, 1.672, -2.086], [3.302, 0.829, -0.993], [2.734, 2.407, -1.613], [3.089, 1.088, -2.720], [1.743, -1.101, -0.863], [0.057, -2.761, -0.133], [-0.604, -2.998, -1.734], [-1.682, -2.487, -0.440], [-2.439, -0.451, -1.695], [-2.038, 3.149, -2.521], [-3.213, 1.825, -2.288], [-2.283, 1.944, -3.778], [0.403, 2.706, -2.342], [-1.299, -1.408, 2.496], [0.146, -0.577, 1.738], [1.817, -1.283, 2.014], [0.016, 1.553, 1.919], [-0.807, 2.612, 1.488], [-0.857, 3.811, 2.199], [-0.118, 3.925, 3.361], [0.693, 2.875, 3.807], [0.788, 1.696, 3.093], [-1.233, -1.225, 3.578], [-1.255, -2.493, 2.365], [-2.269, -1.039, 2.159], [1.947, -1.532, 3.073], [2.637, -0.645, 1.686], [1.882, -2.242, 1.485], [-1.524, 2.512, 0.624], [-1.480, 4.628, 1.859], [-0.149, 4.851, 3.923], [1.296, 3.006, 4.697], [1.493, 0.951, 3.437]],
  "forces_ev_per_angstrom": [[0.23, -0.41, -2.25], [0.08, -0.05, -0.22], [-0.22, 0.20, 0.82], [-0.26, -0.01, -0.12], [0.33, -0.12, 0.15], [-0.09, 0.00, -0.11], [-0.29, 0.18, 0.44], [0.36, -0.12, 0.07], [-0.06, 0.00, 0.02], [-0.18, -0.28, -0.27], [-0.02, 0.01, 0.00], [-0.01, -0.02, 0.02], [0.04, 0.04, 0.05], [0.02, 0.05, -0.01], [0.00, 0.00, -0.02], [-0.01, 0.00, 0.01], [0.01, -0.01, 0.00], [0.06, -0.02, -0.06], [-0.01, 0.00, -0.01], [0.00, 0.03, 0.01], [0.00, 0.01, 0.03], [0.03, -0.01, 0.03], [-0.02, 0.30, 0.53], [-0.20, -1.00, -1.38], [0.02, 0.13, 0.33], [0.53, 0.13, 1.52], [-0.47, 1.63, 0.90], [-1.25, -0.77, -2.21], [-0.14, 1.29, 0.61], [1.29, -1.87, 0.47], [0.12, 0.70, 0.65], [-0.11, -0.13, 0.04], [0.13, -0.02, -0.05], [0.08, 0.02, -0.06], [0.04, -0.01, 0.02], [-0.01, 0.00, -0.02], [-0.07, 0.04, -0.03], [0.13, -0.03, -0.05], [-0.02, 0.06, 0.02], [-0.01, 0.08, 0.07], [-0.01, 0.04, 0.06], [-0.01, -0.09, 0.00]]
}

---

{
  "formula": "C17H24AlBr5Cl3FIO9PS",
  "method": "the ωB97M-V functional and the def2-TZVPD basis",
  "e_lumo_ev": -4.87,
  "homo_energy_ev": -7.208,
  "homo_lumo_gap_ha": 0.086,
  "symbols": ["C", "C", "C", "I", "S", "C", "Br", "C", "C", "Br", "P", "O", "O", "O", "H", "H", "H", "H", "H", "H", "H", "H", "H", "H", "H", "C", "O", "H", "H", "H", "H", "C", "C", "C", "O", "C", "C", "C", "O", "H", "H", "H", "H", "Cl", "F", "C", "Br", "Br", "Br", "H", "C", "C", "O", "C", "O", "O", "H", "H", "H", "H", "Al", "Cl", "Cl"],
  "positions_angstrom": [[-4.273, -1.403, -0.483], [-2.751, -1.929, -0.933], [-1.538, -1.149, -0.168], [-2.263, 0.434, 1.228], [-0.273, -2.228, 0.685], [-0.882, -3.969, 1.015], [0.072, -5.545, 0.137], [-2.025, -4.346, 1.915], [-2.553, -5.888, 2.177], [-3.055, -2.905, 2.928], [1.360, -2.355, -0.765], [1.632, -0.849, -1.271], [0.947, -3.270, -2.186], [2.870, -2.854, -0.001], [-4.495, -1.650, 0.639], [-4.460, -0.289, -0.793], [-5.024, -2.060, -1.137], [-2.729, -3.096, -0.873], [-2.682, -1.660, -2.093], [-0.947, -0.539, -1.006], [-2.139, -6.345, 3.197], [-2.427, -6.606, 1.262], [-3.730, -5.793, 2.353], [0.379, -2.734, -2.834], [3.219, -1.975, 0.386], [4.937, 0.695, -0.393], [4.013, -0.188, 0.217], [5.912, 0.206, -0.449], [4.596, 0.940, -1.402], [5.022, 1.605, 0.206], [3.158, 0.274, 0.254], [0.909, 3.529, 4.907], [-0.115, 3.217, 4.107], [-1.345, 2.600, 4.643], [-2.283, 2.313, 3.912], [-1.399, 2.344, 6.096], [-0.374, 2.655, 6.895], [0.855, 3.272, 6.360], [1.793, 3.559, 7.091], [1.819, 3.980, 4.530], [-0.092, 3.400, 3.040], [-2.309, 1.892, 6.473], [-0.398, 2.473, 7.963], [2.082, 0.173, -3.214], [7.002, 2.176, -0.951], [-2.376, 5.670, 1.558], [-3.684, 4.274, 1.205], [-2.455, 6.286, 3.402], [-0.579, 5.122, 1.055], [-2.639, 6.523, 0.925], [2.048, -0.513, -6.680], [2.260, 0.904, -7.104], [1.566, 0.983, -8.334], [0.622, -0.003, -8.321], [-0.266, -0.117, -9.150], [0.800, -0.843, -7.261], [2.011, -0.622, -5.593], [2.813, -1.188, -7.080], [1.819, 1.620, -6.402], [3.318, 1.144, -7.239], [0.648, 2.802, 1.862], [-3.099, 0.076, 3.703], [1.173, -2.232, -4.209]],
  "forces_ev_per_angstrom": [[-0.10, -1.33, -0.88], [-1.28, 0.55, -0.95], [-0.24, 0.76, -3.78], [1.40, -1.09, -1.25], [-1.02, -0.97, 0.94], [-3.52, -2.33, 2.27], [-0.91, 2.14, 0.92], [2.50, 0.39, -1.91], [-1.23, 0.65, 0.34], [1.86, -1.64, -1.61], [4.25, 2.08, -5.03], [-2.10, -4.86, 3.44], [0.83, -0.10, 7.82], [-4.29, 1.30, -1.05], [0.45, 0.81, -2.16], [0.50, -2.17, 0.88], [1.60, 1.40, 1.41], [0.22, 2.21, 0.22], [0.11, -0.60, 2.54], [-0.70, -1.76, 1.89], [-0.54, 1.15, -2.42], [0.19, 1.55, 1.84], [2.62, -0.05, -0.40], [0.26, 0.15, 0.65], [-0.02, -0.78, -0.97], [0.63, 0.42, -0.33], [-1.53, -0.78, 0.97], [-0.26, 0.24, 0.00], [0.19, 0.09, -0.02], [0.25, -0.02, -0.26], [0.46, -0.29, -0.19], [0.14, 0.24, -1.07], [0.17, -0.42, 1.91], [-1.07, -0.36, -0.48], [1.00, 2.09, 0.40], [0.24, 0.19, 0.15], [-0.22, -0.06, -0.18], [0.51, -0.01, 1.35], [-0.67, -0.13, -0.89], [0.12, 0.06, 0.05], [-2.10, 1.82, 2.72], [0.00, -0.04, -0.17], [0.07, 0.02, -0.06], [-0.04, -0.42, -1.70], [-0.13, 0.01, 0.01], [-1.08, 0.12, 0.33], [0.56, 0.43, 0.14], [0.15, -0.27, -0.54], [-0.14, 0.39, -0.26], [0.32, -0.35, 0.18], [0.75, -0.37, 0.80], [0.74, 0.64, 0.44], [-0.75, -0.61, -0.33], [-1.74, -0.31, -1.57], [1.91, 0.27, 1.79], [-0.41, 0.60, -0.86], [-0.03, 0.10, -0.64], [-0.05, 0.05, 0.00], [0.02, -0.07, -0.03], [-0.23, 0.04, -0.12], [2.22, -2.41, -3.58], [-1.44, -1.07, 2.22], [0.63, 2.67, -2.91]]
}

---

{
  "formula": "C17H24AuCl5N3OV",
  "method": "the ωB97M-V functional and the def2-TZVPD basis",
  "e_lumo_ev": [-10.10, -10.08],
  "charge": 2,
  "homo_energy_ev": [-14.316, -14.316],
  "homo_lumo_gap_ha": [0.155, 0.156],
  "symbols": ["N", "C", "O", "Au", "V", "N", "N", "C", "C", "C", "C", "C", "C", "C", "C", "H", "H", "H", "H", "H", "H", "H", "H", "H", "H", "H", "H", "H", "H", "H", "H", "H", "H", "C", "H", "H", "H", "C", "H", "H", "H", "Cl", "C", "C", "C", "Cl", "C", "Cl", "C", "Cl", "C", "Cl"],
  "positions_angstrom": [[-0.776, 1.626, 0.547], [-1.222, 2.767, 0.526], [-1.919, 3.705, 0.214], [-2.506, 1.627, -1.601], [-0.097, -0.032, -0.116], [0.534, 0.257, -1.867], [-1.183, -1.522, 0.019], [1.400, 1.362, -2.382], [-2.415, -2.007, 0.748], [0.565, 2.408, -3.123], [2.501, 0.854, -3.330], [2.055, 2.024, -1.186], [-3.264, -2.977, -0.089], [-2.005, -2.716, 2.048], [-3.282, -0.817, 1.109], [-0.034, 1.981, -3.932], [1.191, 3.196, -3.565], [-0.133, 2.905, -2.443], [3.079, 0.055, -2.857], [3.206, 1.663, -3.572], [2.116, 0.479, -4.284], [1.310, 2.361, -0.460], [2.640, 2.891, -1.497], [2.728, 1.326, -0.688], [-3.528, -2.531, -1.051], [-4.212, -3.222, 0.418], [-2.762, -3.929, -0.285], [-1.342, -3.569, 1.859], [-2.877, -3.107, 2.596], [-1.482, -2.025, 2.715], [-2.716, -0.058, 1.651], [-4.134, -1.113, 1.729], [-3.688, -0.344, 0.203], [-0.464, -2.621, -0.634], [0.486, -2.232, -1.016], [-0.207, -3.462, 0.029], [-0.990, -3.061, -1.498], [0.110, -0.648, -2.961], [0.905, -1.331, -3.317], [-0.701, -1.291, -2.621], [-0.280, -0.140, -3.869], [3.054, -1.208, -0.165], [2.680, -0.566, 1.414], [1.398, -0.069, 1.642], [1.067, 0.362, 2.927], [-0.535, 0.899, 3.285], [2.021, 0.327, 3.971], [1.585, 0.863, 5.546], [3.309, -0.154, 3.720], [4.468, -0.200, 4.975], [3.644, -0.613, 2.438], [5.213, -1.237, 2.116]],
  "forces_ev_per_angstrom": [[0.11, -0.20, -0.74], [-3.05, 1.08, -2.48], [2.74, -2.06, 1.90], [0.44, -0.27, 0.19], [0.41, 0.18, 0.73], [-1.10, -0.39, 0.04], [0.44, 0.35, 0.15], [0.71, 0.70, 0.22], [-0.86, 0.03, 0.71], [-0.67, -0.09, -0.28], [0.11, -0.45, -0.15], [0.22, 0.11, 0.42], [0.19, -0.15, -0.56], [0.59, -0.12, 0.31], [0.03, 0.64, -0.03], [0.20, -0.04, -0.07], [-0.06, -0.32, 0.22], [-0.07, 0.15, 0.29], [-0.03, 0.08, -0.03], [-0.37, -0.13, 0.24], [-0.03, 0.10, 0.17], [0.15, 0.10, -0.10], [-0.09, -0.06, 0.02], [0.03, 0.11, -0.03], [-0.02, -0.01, -0.04], [0.49, 0.29, 0.04], [-0.02, 0.14, 0.09], [-0.17, 0.15, 0.01], [0.17, 0.24, -0.43], [-0.02, -0.03, -0.04], [0.00, -0.05, 0.13], [0.22, 0.00, -0.17], [-0.08, -0.02, -0.11], [0.77, -0.19, -0.36], [0.24, -0.21, 0.00], [-0.19, 0.54, 0.17], [-0.10, 0.45, 0.30], [-0.41, -0.79, -0.34], [-0.05, 0.52, 0.38], [0.02, 0.15, -0.07], [0.42, 0.18, 0.70], [-0.03, -0.04, 0.27], [0.02, -0.09, 0.29], [-0.69, -0.38, -1.19], [0.31, -0.13, 0.15], [0.07, -0.17, 0.40], [-0.57, 0.14, -0.26], [0.12, -0.11, -0.34], [0.04, -0.02, -0.07], [-0.16, 0.00, -0.20], [-0.11, -0.05, -0.52], [-0.32, 0.13, 0.06]]
}

---

{
  "formula": "C17H24AuF5N3OSV",
  "method": "the ωB97M-V functional and the def2-TZVPD basis",
  "e_lumo_ev": [-10.67, -10.74],
  "charge": 2,
  "homo_energy_ev": [-15.067, -15.057],
  "homo_lumo_gap_ha": [0.161, 0.159],
  "symbols": ["N", "C", "O", "Au", "V", "N", "N", "C", "C", "C", "C", "C", "C", "C", "C", "H", "H", "H", "H", "H", "H", "H", "H", "H", "H", "H", "H", "H", "H", "H", "H", "H", "H", "C", "H", "H", "H", "C", "H", "H", "H", "F", "C", "C", "F", "C", "F", "C", "S", "C", "F", "C", "F"],
  "positions_angstrom": [[-2.087, -0.535, -0.302], [-3.494, -1.970, -0.195], [-4.360, -2.776, -0.291], [-3.912, -0.663, 0.834], [-0.533, 0.119, -0.372], [0.068, 1.853, -1.101], [0.635, -0.937, -1.331], [-0.333, 2.435, -2.383], [0.350, -2.347, -1.608], [-0.976, 3.803, -2.186], [0.891, 2.585, -3.296], [-1.326, 1.494, -3.047], [0.068, -3.047, -0.280], [1.515, -3.028, -2.304], [-0.903, -2.419, -2.479], [-1.736, 3.761, -1.393], [-1.368, 4.155, -3.152], [-0.203, 4.501, -1.868], [1.604, 3.325, -2.905], [0.487, 2.986, -4.231], [1.410, 1.632, -3.509], [-0.845, 0.553, -3.329], [-1.710, 1.965, -3.957], [-2.151, 1.218, -2.379], [0.955, -2.981, 0.362], [-0.173, -4.101, -0.468], [-0.763, -2.572, 0.256], [2.403, -3.075, -1.664], [1.767, -2.539, -3.250], [1.217, -4.052, -2.540], [-1.132, -3.475, -2.669], [-0.719, -1.917, -3.439], [-1.771, -1.948, -1.997], [0.784, 2.703, -0.194], [1.059, 2.134, 0.708], [1.711, 2.962, -0.733], [0.281, 3.633, 0.146], [2.000, -0.456, -1.473], [2.076, 0.578, -1.104], [2.713, -1.086, -0.905], [2.253, -0.464, -2.550], [-3.486, 0.523, 5.983], [-2.526, 0.382, 5.048], [-1.918, 1.524, 4.527], [-2.240, 2.753, 4.987], [-0.953, 1.410, 3.540], [-0.376, 2.520, 3.015], [-0.597, 0.149, 3.030], [0.521, -0.073, 1.727], [-1.194, -0.994, 3.588], [-0.912, -2.233, 3.107], [-2.141, -0.885, 4.595], [-2.688, -1.975, 5.172]],
  "forces_ev_per_angstrom": [[0.41, 1.31, 0.40], [-2.31, -9.93, -4.94], [3.64, 2.00, -0.56], [-1.50, 7.62, 5.63], [0.92, 0.52, -0.02], [-1.55, -0.98, 0.89], [-0.23, 0.78, 1.66], [-0.41, -0.56, -0.03], [-0.16, -0.27, -0.37], [0.31, 0.41, 0.33], [0.53, 0.09, -0.19], [0.03, -0.46, -0.03], [0.12, -0.19, 0.66], [0.19, -0.25, -0.20], [-0.26, -0.05, -0.53], [-0.06, 0.10, -0.47], [-0.09, -0.14, 0.49], [-0.14, 0.21, -0.04], [-0.16, -0.29, -0.11], [0.23, -0.11, -0.01], [-0.33, 0.45, 0.15], [0.08, 0.03, -0.15], [-0.08, -0.20, 0.21], [-0.09, 0.37, -0.17], [-0.20, -0.17, -0.02], [0.12, 0.25, 0.04], [0.20, -0.24, -0.16], [-0.17, -0.05, -0.21], [0.01, -0.09, 0.13], [0.09, 0.09, 0.04], [0.04, 0.28, -0.03], [-0.13, -0.21, 0.16], [0.45, -0.30, -0.37], [1.13, -0.01, 0.50], [-0.10, 0.44, -0.44], [-0.12, 0.46, 0.23], [0.02, -0.51, -0.50], [0.38, 0.29, -0.31], [0.03, -0.54, -0.19], [-0.42, 0.16, -0.40], [0.21, -0.04, 0.47], [1.10, -0.31, -0.94], [-0.61, 0.28, 0.58], [-0.08, 1.16, 0.44], [0.14, -1.25, -0.39], [0.42, -0.17, -0.66], [-0.57, -0.88, 0.45], [-1.00, -0.15, 0.44], [0.30, -0.12, -1.70], [-0.06, -0.38, -0.21], [-0.12, 1.13, 0.35], [-0.61, -0.43, 0.82], [0.45, 0.88, -0.70]]
}